C18H24BF4MoN2S as an isolated structure. Source: OMol25; level of theory: ωB97M-V/def2-TZVPD.

Structure (XYZ):
```
51
Properties=species:S:1:pos:R:3:forces:R:3:lowdin_charge:R:1
Mo 0.1726 0.5535 -0.1346 -0.1 0.0 0.0 1.47
C 3.8253 5.4724 1.3747 0.0 0.0 0.0 -0.03
C 4.2550 4.8658 0.0304 0.0 0.0 0.0 -0.56
C 5.6530 4.2711 0.1793 0.0 0.0 0.0 -0.06
C 4.2976 5.9718 -1.0378 0.0 0.0 0.0 -0.03
C 3.2187 3.8196 -0.3776 0.0 0.0 0.0 -0.16
C 3.5588 2.5729 -0.7557 0.0 0.0 0.0 -0.01
C 2.7370 1.4921 -1.2866 0.0 0.0 0.0 -0.17
N 1.4869 1.2859 -1.1273 0.0 -0.1 -0.1 -0.16
C 0.7510 3.8474 0.1123 0.0 0.0 0.0 -0.42
C 1.8377 4.3047 -0.4775 0.0 0.0 0.0 -0.02
C -0.6339 3.7829 0.1673 0.0 0.0 0.0 -0.41
C -1.7799 4.1448 -0.3854 0.1 0.0 0.0 -0.01
C -3.1470 3.6588 -0.2228 0.0 0.1 0.1 -0.16
C -3.5108 2.3746 -0.3791 0.0 -0.1 0.0 0.00
C -2.7408 1.1726 -0.6788 0.0 0.0 0.0 -0.18
N -1.4812 1.0163 -0.6875 0.1 0.0 0.1 -0.18
C -4.1818 4.7713 0.0001 0.1 0.0 0.0 -0.56
C -3.7176 5.6518 1.1698 0.0 0.0 0.0 -0.04
C -4.2880 5.6246 -1.2749 0.0 0.0 0.0 -0.03
C -5.5677 4.2194 0.3287 0.0 0.0 0.0 -0.06
H 4.5549 6.2211 1.6845 0.0 0.0 0.0 0.09
H 3.7713 4.7096 2.1538 0.0 0.0 0.0 0.10
H 2.8523 5.9612 1.3052 0.0 0.0 0.0 0.08
H 6.3285 5.0470 0.5395 0.0 0.0 0.0 0.09
H 6.0481 3.9096 -0.7711 0.0 0.0 0.0 0.09
H 5.6718 3.4545 0.9030 0.0 0.0 0.0 0.10
H 5.0573 6.7045 -0.7631 0.0 0.0 0.0 0.10
H 3.3516 6.5078 -1.1188 0.0 0.0 0.0 0.08
H 4.5561 5.5690 -2.0181 0.0 0.0 0.0 0.10
H 4.6102 2.3181 -0.7605 0.0 0.0 0.0 0.10
H 3.2751 0.7473 -1.8762 0.0 0.0 0.0 0.13
H 1.6653 5.1599 -1.1270 0.0 0.0 0.0 0.14
H -1.6623 4.9932 -1.0567 0.0 0.0 0.0 0.14
H -4.5672 2.1551 -0.3092 0.0 0.0 0.0 0.10
H -3.3410 0.2854 -0.8855 0.0 0.0 0.0 0.13
H -2.7559 6.1265 0.9671 0.0 0.0 0.0 0.08
H -3.6230 5.0695 2.0881 0.0 0.0 0.0 0.10
H -4.4479 6.4426 1.3435 0.0 0.0 0.0 0.09
H -3.3553 6.1326 -1.5215 0.0 0.0 0.0 0.08
H -5.0413 6.3994 -1.1252 0.0 0.0 0.0 0.10
H -4.5894 5.0204 -2.1315 0.0 0.0 0.0 0.10
H -5.5482 3.5616 1.1991 0.0 0.0 0.0 0.10
H -6.0028 3.6787 -0.5127 0.0 0.0 0.0 0.09
H -6.2308 5.0531 0.5597 0.0 0.0 0.0 0.09
S 0.1627 2.6216 1.3186 0.0 -0.1 0.0 0.96
F 0.3575 -1.3198 -0.0886 0.0 0.1 0.0 -0.44
B -0.6017 -1.4801 2.2232 0.0 -0.1 0.0 -0.88
F -1.1386 -0.3185 1.7706 0.0 0.1 0.0 0.13
F 0.5805 -1.4273 2.7810 0.0 0.0 0.0 0.29
F -1.3273 -2.5571 2.1694 0.0 0.0 0.0 0.32
```
Forces are in eV/Å.

ΔE to the lowest compared entry with this formula, charge and spin in eV: 6.088
E_HOMO in hartree: -0.4009
DFT total energy in a.u.: -1700.35171
Orbital gap in eV: 6.745
Charge: +1